1.
DFT (ωB97M-V/def2-TZVPD) results for a 26-piece molecular cluster, C4H60NO28S overall.

Relative energy (zero: lowest compared OMol25 entry of this formula, charge and spin) = 4.667 eV
HOMO level = -0.4472 Eh
Orbital gap = 8.4 eV

The geometry in ORCA input format:
```
! RIJCOSX wB97M-V def2-TZVPD def2/J DEFGRID3
* xyz 1 1
H -3.294 0.587 -0.697
O 1.058 4.126 5.674
H 0.993 -3.627 3.266
O 3.397 1.035 6.752
O -2.330 -1.170 -0.151
H -3.031 0.237 5.423
H 1.940 3.741 5.793
H -6.910 1.227 -0.220
O 0.144 -3.188 3.105
O 7.864 1.975 -0.411
H -0.493 1.510 -5.136
H -1.982 3.993 -3.704
O -1.786 4.510 -6.717
H -3.596 -1.152 5.135
H 2.641 4.527 3.705
C -2.630 0.505 1.632
H 3.224 -0.033 3.421
H 4.804 -2.912 -2.371
H 0.385 -2.262 2.950
H -0.142 0.998 -6.531
O 0.046 -6.177 0.645
H -2.646 -4.362 -1.227
H 8.779 -2.128 -0.904
H 5.369 -1.523 -2.083
O 2.737 -0.219 -0.269
H -1.682 -3.209 -0.957
O -1.701 -4.150 -1.187
O -8.386 0.465 -2.152
H 3.321 0.705 5.844
O 10.617 -1.427 -3.605
O -2.673 -7.259 -1.280
O -10.623 1.551 -0.600
O 8.653 -1.188 -1.107
H 1.684 2.470 1.656
H 10.645 -2.270 -4.081
H -9.138 0.336 -2.749
H -1.591 1.117 -3.098
H -3.419 0.817 2.439
C 0.316 -1.459 0.288
H -2.103 -0.298 -2.841
H 0.533 3.732 6.386
H -6.458 0.053 -3.014
O 10.564 2.642 -1.402
H -2.946 2.840 -3.974
H 5.818 1.059 -0.202
H -4.393 -0.492 0.556
H -0.664 -5.661 0.234
N -1.533 -0.473 2.049
H -5.086 0.531 -2.545
H -1.824 -7.698 -1.119
H 11.309 3.126 -1.789
C -3.313 -0.123 0.261
O 3.728 -0.313 4.201
H 8.609 2.458 -0.797
H -1.437 -2.412 1.248
H 0.889 -2.405 0.738
O -2.001 3.052 -3.934
H -9.821 -2.092 -0.062
H 0.237 -1.692 -0.880
H 10.797 1.711 -1.532
O 3.585 4.739 3.745
H -2.538 4.380 -7.314
H 4.854 -0.095 -0.472
H 0.790 1.148 -0.344
C -1.223 -1.314 0.831
H -2.432 -6.334 -1.435
O -3.002 -0.479 4.771
H -8.305 -0.383 -1.690
H -0.796 0.123 2.486
H -0.012 -5.947 1.584
H -2.109 1.492 1.208
O 1.713 0.510 1.882
H 7.698 -1.055 -1.012
H 2.196 3.885 1.399
S 1.357 0.097 0.431
H -9.870 1.402 -1.192
H -1.705 3.662 -6.255
H 10.169 -1.641 -2.773
H -6.866 0.784 1.240
O -2.336 0.633 -2.711
O -5.561 -0.264 -2.833
O 1.451 3.402 1.786
H 3.605 5.680 3.975
O -9.947 -1.153 -0.264
H 4.470 0.309 4.236
H -1.978 -1.009 2.837
H 8.097 1.043 -0.541
O -0.895 1.147 -5.939
H -10.221 1.914 0.203
O -6.302 1.115 0.525
O 5.398 -2.239 -2.735
H 4.352 1.089 6.903
O 5.799 0.117 -0.432
H -10.902 -1.019 -0.169
*
```

2.
DFT (ωB97M-V/def2-TZVPD) results for a 3-piece molecular cluster, C19H41FN4O8S2 overall.

HOMO level = -0.3219 Eh
Orbital gap = 9.1 eV
Structure (SMILES) = [H]/N=C/C[C@H](CCCCN/C(N)=N/[H])OC[C@H](C=C)OCF.CCOS(C)(=O)=O.CCOS(C)(=O)=O

The geometry in ORCA input format:
```
! RIJCOSX wB97M-V def2-TZVPD def2/J DEFGRID3
* xyz 0 1
H 2.841 -0.245 1.607
H -0.653 -2.419 1.596
C -0.898 -2.892 -0.951
H -1.874 3.476 3.282
F 1.543 -0.057 -3.278
N 0.334 -2.700 1.401
C -2.375 1.797 2.331
H 0.036 1.989 0.576
H -0.530 4.599 -3.018
H -2.439 -6.379 -6.242
C 0.502 -2.770 -0.107
H -0.319 -0.112 0.105
O -1.054 -4.931 -6.794
H 0.889 5.234 5.945
S -0.758 -4.313 -5.317
H -1.463 -3.851 -0.518
H -3.269 -3.870 -7.820
H -2.200 -6.136 -7.971
C -1.171 -0.150 -0.695
H 2.297 4.896 4.875
C -3.453 -4.650 -7.074
N 0.659 -0.683 2.913
H 3.313 -1.857 2.031
O 0.074 2.599 6.370
C 0.173 4.529 -2.066
O 2.458 3.134 6.925
O -0.833 -5.376 -4.338
H -1.923 1.234 3.281
C 2.690 2.075 7.848
C -2.283 -5.615 -7.011
H 2.732 1.704 -2.919
H -0.493 3.770 0.338
O -1.765 2.417 -0.685
H 1.652 5.915 -0.892
C 0.664 3.045 -1.470
H 1.746 1.730 8.283
H -2.576 -1.589 -1.776
C 3.450 0.931 7.203
C 0.947 -3.891 -5.568
C -0.415 2.722 -0.233
C 0.571 5.782 -1.368
O 1.921 2.092 4.713
H 1.367 0.039 3.206
C -2.251 1.083 -0.353
C -1.935 -1.636 -0.770
H -2.594 -1.861 0.169
N -2.320 3.184 2.362
H 1.293 -3.368 -4.674
H 1.970 0.869 -1.387
N 2.618 -1.266 1.525
H -4.379 -5.174 -7.325
H 1.026 -3.233 -6.436
H 1.115 -3.771 -0.320
H 3.698 0.161 7.939
S 1.346 2.916 5.756
H -4.111 1.282 0.949
O 0.562 2.111 -2.598
H 1.127 -1.888 -0.566
C 1.290 4.587 5.162
H -0.194 6.669 -1.230
H -3.128 0.875 -1.142
H -0.690 -3.162 -2.093
H -3.604 -4.148 -6.114
O -1.504 -3.080 -5.169
C -2.985 0.917 1.104
H 2.858 0.458 6.414
H 4.373 1.294 6.740
C 1.187 -1.548 1.972
H 1.526 -4.805 -5.714
H 3.292 2.484 8.667
C 1.743 1.194 -2.489
H -0.766 0.017 -1.805
H 1.767 3.209 -1.066
H -3.076 -0.197 1.486
H 0.633 4.605 4.289
*
```

3.
DFT (ωB97M-V/def2-TZVPD) results for C35H41N2O3PdSe3Te as an isolated structure.

Relative energy (zero: lowest compared OMol25 entry of this formula, charge and spin) = 0.176 eV
HOMO level (spin up / spin down) = -0.0554 / -0.0566 Eh
Orbital gap (spin up / spin down) = 5.4 / 5.4 eV

The geometry in ORCA input format:
```
! RIJCOSX wB97M-V def2-TZVPD def2/J DEFGRID3
* xyz -2 2
C 6.750 5.591 1.560
H -2.270 3.223 -5.386
C 2.727 -1.126 1.511
C 3.201 5.350 2.847
C -0.967 1.291 -3.111
C -2.911 -2.851 1.227
H -2.404 1.085 -4.699
C 4.866 -1.460 0.455
H 1.752 0.555 7.449
H -4.072 -5.112 3.474
Se -1.722 1.968 -0.291
C 5.685 3.691 0.480
H 3.176 -0.480 -0.470
H 5.514 -1.345 -0.406
H -0.740 1.392 -5.257
C -2.002 -3.720 0.623
C 0.365 3.084 3.195
C 2.665 1.520 5.752
H 4.813 0.630 1.925
C 0.233 2.215 -2.817
H 5.669 0.419 3.460
C -3.486 -4.702 2.655
H 0.602 3.784 2.394
N 1.009 0.577 1.074
H -2.809 2.228 -2.495
H 2.520 -1.912 3.484
H 4.862 -2.744 3.591
H 3.513 0.662 7.537
C 3.831 1.510 3.622
H -1.262 -0.694 -3.856
C 2.612 1.189 7.221
Se -0.211 -1.321 -1.693
C -0.509 -0.169 -3.260
H -0.268 2.317 2.745
H -2.705 0.508 -2.081
H -0.200 3.601 3.973
H 0.431 -0.177 -3.816
H 7.696 4.328 0.113
H 7.719 7.324 2.394
C -1.492 1.663 -4.503
H 0.758 2.403 -3.761
H 2.521 2.094 7.828
H 4.915 2.161 -0.860
H 2.313 5.237 2.223
C 1.317 -0.625 1.428
C 5.567 5.823 2.243
O -1.769 3.066 -4.583
C -3.657 -3.380 2.283
C -1.899 -5.022 1.081
O 1.207 1.671 -1.958
H -1.187 -5.698 0.615
C 7.959 6.466 1.765
H -4.364 -2.753 2.811
C -2.145 1.444 -2.128
H 0.702 2.373 5.708
C 1.588 2.134 5.127
C 3.193 -1.780 2.646
H 4.623 0.719 5.448
C 1.596 2.446 3.771
Te 2.781 2.568 0.922
H 6.474 2.853 -1.336
H 3.247 6.375 3.221
H 0.792 1.462 -1.102
H 8.344 6.842 0.815
H 6.370 1.709 0.005
C 4.498 -2.250 2.697
H -0.141 3.175 -2.448
H 5.506 6.664 2.929
C 6.785 4.524 0.674
O 0.368 -1.508 1.640
H 6.356 -2.461 1.638
H -1.382 -3.372 -0.192
C 4.494 3.915 1.194
C 3.775 1.217 4.985
N -2.625 -5.541 2.076
Se -3.180 -1.054 0.654
C 5.337 -2.092 1.601
H 8.769 5.914 2.250
H 3.074 4.678 3.699
C 5.861 2.543 -0.486
C 2.736 2.131 3.008
H 5.686 1.987 2.635
C 4.445 5.013 2.069
C 5.071 1.115 2.868
C 3.568 -0.971 0.413
Pd -0.851 -0.136 0.610
*
```

4.
DFT (ωB97M-V/def2-TZVPD) results for C25H28F5N9OS3ScTe as an isolated structure.

Relative energy (zero: lowest compared OMol25 entry of this formula, charge and spin) = 4.255 eV
HOMO level = -0.3531 Eh
Orbital gap = 4.5 eV

The geometry in ORCA input format:
```
! RIJCOSX wB97M-V def2-TZVPD def2/J DEFGRID3
* xyz 1 1
H -2.422 2.727 -5.226
C 3.604 -2.490 3.596
F 4.349 -0.528 -1.307
F 1.330 -3.108 -0.692
S -1.353 -2.626 0.718
H -3.815 -2.817 0.679
H -2.390 -4.062 -4.133
Te 2.975 -0.469 -2.809
H -1.439 1.638 3.453
N -1.058 2.989 -2.817
C 0.032 3.810 -2.999
F 1.559 -0.722 -4.169
C -2.401 -0.829 -5.115
H -1.366 2.840 2.249
C -0.727 2.186 2.871
O 1.548 -0.306 -1.529
H -5.287 -1.785 1.051
C 1.255 -1.820 3.734
N 2.483 -2.083 1.589
H 0.695 5.700 -2.941
H -3.782 1.523 -4.928
H -0.193 2.827 3.535
H -2.235 -2.626 -6.279
C 3.745 1.623 1.060
H 4.936 3.389 0.692
F 3.270 -2.331 -2.867
H -5.146 -2.342 3.437
H 3.116 4.890 1.692
C 2.378 -2.134 2.978
F 1.625 2.672 -4.806
C -2.064 -1.135 1.351
C -1.845 -2.346 -2.938
C 3.628 -2.588 4.980
C 2.528 -2.189 5.723
S 1.679 3.331 -3.274
C 3.702 -2.452 1.222
H -2.533 -0.149 -5.946
C 1.591 1.859 1.899
H 4.578 0.980 0.805
C -2.190 -0.235 -3.854
H -3.389 2.699 -3.793
C -2.245 -2.987 -4.134
C -2.909 2.068 -4.508
C 1.747 3.273 1.960
Sc 1.015 -1.331 0.046
S 4.869 -2.847 2.427
C -2.016 1.218 -3.781
N -0.166 5.168 -2.835
C -2.376 -2.206 -5.295
C 1.352 -1.878 5.116
C -4.317 -2.139 1.417
H 4.578 -2.888 5.443
N -0.133 0.232 1.459
N -1.028 1.658 -3.026
C 2.952 3.819 1.593
H -3.490 -3.160 3.171
H 4.013 -2.563 0.194
C -4.436 -2.894 2.754
H 0.860 3.860 2.221
H 0.535 -1.676 5.789
N -1.478 0.020 1.612
H -1.835 3.426 -2.245
H 0.304 -1.611 3.219
C 0.216 1.379 2.055
C 4.006 3.008 1.100
H -4.972 -3.809 2.515
N -1.716 -1.001 -2.879
H -1.516 -2.845 -2.027
N -3.423 -1.048 1.612
H 2.594 -2.130 6.801
N 2.618 1.060 1.510
H -3.707 -0.120 2.006
H -0.868 5.432 -2.183
*
```

5.
DFT (ωB97M-V/def2-TZVPD) results for one molecule with the formula C9H22N3OP.

Relative energy (zero: lowest compared OMol25 entry of this formula, charge and spin) = 0.071 eV
HOMO level = -0.3110 Eh
Orbital gap = 9.3 eV
Structure (SMILES) = CN[P@@](=O)(C1CCN(C)CC1)N(C)C

The geometry in ORCA input format:
```
! RIJCOSX wB97M-V def2-TZVPD def2/J DEFGRID3
* xyz 0 1
C 0.751 2.024 -0.800
H 0.453 3.030 -1.192
N 1.313 -0.916 0.332
H -0.210 -2.367 2.986
C 2.735 -0.948 0.572
H -2.094 -0.538 -1.048
H -1.879 2.322 -1.094
H -1.717 -2.730 2.161
C -1.594 0.233 -1.559
H -0.212 -2.073 -2.801
P 0.353 0.132 1.271
N -0.974 -0.723 1.855
H 0.736 1.823 -2.738
H -1.754 0.998 2.975
C 0.141 -1.078 -3.017
C 0.865 1.082 -1.983
H 1.100 -0.648 -0.672
C -0.330 1.541 0.185
C -1.659 1.409 -0.598
H -2.526 -0.478 3.495
N -0.172 -0.002 -1.911
H -0.635 2.378 0.793
O 1.220 0.702 2.358
H -0.323 -0.747 -3.858
H 3.056 -1.267 1.607
H -0.815 -0.149 3.873
C -0.750 -2.199 2.022
H -2.187 0.311 -2.515
H 3.214 -1.725 -0.051
H 1.917 0.814 -1.894
H -0.124 -2.591 1.202
H -2.453 1.256 0.073
H 1.623 2.135 -0.294
C -1.526 -0.072 3.079
H 3.249 0.141 0.482
H 1.206 -1.080 -3.298
*
```

6.
DFT (ωB97M-V/def2-TZVPD) results for a 2-piece molecular cluster, C6H10N3O overall.

Relative energy (zero: lowest compared OMol25 entry of this formula, charge and spin) = 7.773 eV
HOMO level (spin up / spin down) = -0.4023 / -0.4388 Eh
Orbital gap (spin up / spin down) = 6.6 / 7.6 eV

The geometry in ORCA input format:
```
! RIJCOSX wB97M-V def2-TZVPD def2/J DEFGRID3
* xyz 1 1
H 1.181 -0.559 0.778
H 2.456 -0.088 -1.692
O -0.581 -0.680 -2.436
C -1.476 1.575 2.963
H 0.479 -2.028 -1.474
H -2.340 1.276 3.543
H -1.034 -1.275 1.780
C 0.071 1.271 1.462
C -0.471 2.592 2.964
N -1.221 0.844 1.907
C 0.293 0.050 0.733
C 0.425 -0.994 -1.612
H -0.371 3.502 3.611
H 1.772 -0.449 -3.091
H 1.389 0.803 -2.026
H -1.395 -0.607 -1.883
C -1.109 -0.437 1.230
N 0.494 2.358 2.112
N 1.549 -0.167 -2.171
H -1.660 -0.667 0.390
*
```

7.
DFT (ωB97M-V/def2-TZVPD) results for a 9-piece molecular cluster, H18O9 overall.

Relative energy (zero: lowest compared OMol25 entry of this formula, charge and spin) = 2.176 eV
HOMO level = -0.4174 Eh
Orbital gap = 11.5 eV
Structure (SMILES) = O.O.O.O.O.O.O.O.O

The geometry in ORCA input format:
```
! RIJCOSX wB97M-V def2-TZVPD def2/J DEFGRID3
* xyz 0 1
H -0.576 -1.360 -0.049
O -0.102 2.524 -0.727
O -3.190 -0.368 -0.250
H 2.181 -0.134 -1.243
H 1.400 1.193 -1.256
O -0.931 0.005 -2.133
O 2.238 0.835 -1.113
H -0.750 -2.057 1.283
H -3.330 -1.138 0.294
O -1.492 1.624 1.354
H 3.001 -0.745 1.357
H -1.944 1.040 0.658
H 0.773 -0.111 2.007
H 2.544 0.556 0.606
H -0.841 0.999 -2.115
O 2.785 0.159 1.444
H -1.239 1.061 2.075
O 1.369 -1.790 -1.289
H -0.006 -0.268 -2.031
H 0.521 3.244 -0.711
H 0.707 -2.187 -1.954
H -0.520 2.348 0.137
O -0.088 -0.490 2.286
H -2.376 -0.579 -0.843
H 1.115 -2.539 -0.769
H 0.214 -0.581 3.190
O -0.699 -2.344 0.348
*
```

8.
DFT (ωB97M-V/def2-TZVPD) results for one molecule with the formula CHNO2S.

Relative energy (zero: lowest compared OMol25 entry of this formula, charge and spin) = 3.226 eV
HOMO level = -0.3776 Eh
Orbital gap = 9.9 eV
Structure (SMILES) = N#CSOO

The geometry in ORCA input format:
```
! RIJCOSX wB97M-V def2-TZVPD def2/J DEFGRID3
* xyz 0 1
S 0.782 -0.825 -0.091
H -2.181 -1.090 -0.315
O -0.620 -0.258 0.561
O -1.626 -0.181 -0.403
C 1.603 0.652 0.050
N 2.043 1.702 0.198
*
```